Density functional theory data (ωB97M-V/def2-TZVPD) for C13H10Cl2LiN2 as an isolated structure.

The geometry in XYZ format:
```
28
C13H10Cl2LiN2 (ωB97M-V/def2-TZVPD)
Li 2.54336 -1.16384 1.08530
C -0.54033 -2.59244 0.65661
C 1.54637 -3.03064 -0.39609
N 0.44441 -0.88042 -0.36835
C -0.38679 0.13675 -0.49288
C -1.69135 -0.45769 -0.15024
C -1.73632 -1.76887 0.59705
C -2.78813 0.44843 -0.10910
C -2.56241 1.79713 -0.13169
C -1.25770 2.34826 -0.17461
C -0.98115 3.73229 -0.07541
C 0.31630 4.15025 -0.06773
C 1.36322 3.19783 -0.14772
N 1.16027 1.91285 -0.26214
C -0.13233 1.49401 -0.30118
H -0.86275 -3.60578 0.84686
H 1.27226 -1.98897 1.11634
H -2.68990 -2.11881 0.96361
H -3.79388 0.05723 -0.01897
H -3.40069 2.48166 -0.09659
H -1.79724 4.43741 0.01425
H 0.56350 5.19766 0.03201
H 2.39786 3.51818 -0.11206
Cl 3.96510 -2.77049 0.14712
C 2.69523 -3.80157 -0.69405
Cl 0.71517 -2.07037 0.11246
H 2.68889 -4.78193 -0.22445
H 2.94905 -3.87813 -1.74837
```

The net charge is +1. The HOMO-LUMO gap is 7.0 eV. The value obtained for the energy above the lowest of the compared OMol25 structures with the same formula, charge and spin is 121.5 kcal per mole. For the largest force on an atom, the calculation gives 0.2920 hartree/bohr.


Density functional theory data (ωB97M-V/def2-TZVPD) for a 2-piece molecular cluster, CH8P4 overall.

The geometry in XYZ format:
```
13
CH8P4 (ωB97M-V/def2-TZVPD)
C 0.02193 0.65442 0.93117
P -0.47694 2.00954 -0.38708
P 1.68769 -1.52104 -0.48266
P -1.41265 -0.55049 -1.47404
P -0.25069 -1.02324 0.43411
H 1.02171 0.70926 1.19109
H -0.70919 0.86829 2.17383
H 0.65458 1.74138 -1.01922
H 0.05499 2.96652 0.53932
H 1.73835 -2.82516 0.11215
H 2.19885 -0.96642 0.64800
H -1.85858 -1.83132 -1.66591
H -2.67005 -0.23174 -1.00076
```

As for the multiplicity: 3. The HOMO-LUMO gap (spin up / spin down) is 5.2 / 6.6 eV. The value obtained for the energy above the lowest of the compared OMol25 structures with the same formula, charge and spin is 52.7 kcal per mole. For the largest force on an atom, the calculation gives 0.1023 hartree/bohr.


Density functional theory data (ωB97M-V/def2-TZVPD) for a 2-piece molecular cluster, C4H12 overall.

The geometry in XYZ format:
```
16
C4H12 (ωB97M-V/def2-TZVPD)
C 0.82629 1.78262 -1.26663
C -0.45836 2.21532 -0.43389
H 1.66781 1.56915 -0.56063
H 0.47513 0.93140 -1.84057
H 1.22754 2.59286 -1.85148
H -0.54377 3.35784 -0.42439
H -1.28160 1.68008 -0.88421
H -0.29351 1.94436 0.61628
C 0.02169 -1.29486 0.77096
C -0.48842 -2.74882 0.85737
H 0.87659 -1.38383 1.45863
H 0.58992 -0.83094 -0.04485
H -0.76308 -0.60180 1.14596
H -1.50168 -2.78375 0.43167
H 0.18609 -3.28098 0.17367
H -0.54065 -3.14865 1.85212
```

The net charge is -1. As for the multiplicity: 2. The HOMO-LUMO gap (spin up / spin down) is 2.7 / 11.6 eV. The value obtained for the energy above the lowest of the compared OMol25 structures with the same formula, charge and spin is 22.4 kcal per mole. For the largest force on an atom, the calculation gives 0.0579 hartree/bohr.


Density functional theory data (ωB97M-V/def2-TZVPD) for an isolated molecule of C4H9NO.

The geometry in XYZ format:
```
15
C4H9NO (ωB97M-V/def2-TZVPD)
C -0.77172 1.14551 0.86138
C -0.01144 0.08683 0.07944
C -0.54043 -0.14956 -1.32779
O 0.14286 -1.18855 -1.97194
C 1.41497 -0.16549 0.38920
N 0.40133 -1.17152 0.70935
H -0.13001 1.98532 1.14176
H -1.59845 1.55659 0.27262
H -1.21082 0.73117 1.77295
H -1.62140 -0.36554 -1.24249
H -0.43852 0.75856 -1.93453
H 0.25745 -1.86178 -1.27820
H 1.85556 0.41583 1.19832
H 2.11842 -0.44895 -0.38853
H 0.18868 -1.21693 1.70225
```

The HOMO-LUMO gap is 10.6 eV. The SMILES is C[C@@]1(CO)CN1. The value obtained for the energy above the lowest of the compared OMol25 structures with the same formula, charge and spin is 44.6 kcal per mole. For the largest force on an atom, the calculation gives 0.0071 hartree/bohr.


Density functional theory data (ωB97M-V/def2-TZVPD) for an isolated molecule of C5H6N2.

The geometry in XYZ format:
```
13
C5H6N2 (ωB97M-V/def2-TZVPD)
C -1.14425 -0.51102 -0.01634
C -1.19651 1.07202 0.03978
C 0.12008 1.45005 -0.52787
N 1.15575 1.13157 0.06416
C 1.85194 0.04504 0.22212
C 1.21212 -1.14270 -0.31046
N -0.04042 -1.29816 -0.55865
H -2.03591 -0.84445 -0.55245
H -1.25421 -0.84845 1.02096
H -2.03167 1.44572 -0.55609
H -1.31710 1.41401 1.07492
H 2.83299 0.06777 0.68243
H 1.85733 -1.98627 -0.57293
```

The HOMO-LUMO gap is 8.5 eV. The value obtained for the energy above the lowest of the compared OMol25 structures with the same formula, charge and spin is 81.8 kcal per mole. For the largest force on an atom, the calculation gives 0.0113 hartree/bohr.


Density functional theory data (ωB97M-V/def2-TZVPD) for C12H8F3LiN2O2 as an isolated structure.

The geometry in XYZ format:
```
28
C12H8F3LiN2O2 (ωB97M-V/def2-TZVPD)
Li 0.01663 0.13740 0.07390
O 1.26009 1.48846 3.11191
C 1.13926 0.97214 2.01444
O 0.58173 1.44454 0.98897
C 1.67833 -0.47275 1.87367
C 2.38015 -1.05117 2.92774
C 2.73860 -2.38392 2.84421
C 2.37526 -3.09767 1.70848
C 1.70804 -2.42849 0.69644
N 1.36899 -1.14816 0.77058
H 2.60955 -0.43335 3.78396
H 3.27839 -2.86333 3.64816
H 2.60649 -4.14732 1.60987
H 1.41962 -2.93886 -0.21352
F -4.87803 -2.98586 4.02779
C -5.10368 -1.92309 3.24726
F -5.61550 -0.96013 4.02358
F -6.08064 -2.27876 2.39241
C -3.87523 -1.47449 2.49383
C -2.67611 -2.15996 2.61677
C -1.62698 -1.78520 1.79080
N -1.70910 -0.79975 0.91319
C -2.83442 -0.10635 0.84840
C -3.95502 -0.40372 1.61155
H -2.56224 -2.97607 3.31075
H -0.69196 -2.32295 1.82020
H -2.85049 0.70779 0.13832
H -4.86709 0.16272 1.50503
```

The HOMO-LUMO gap is 8.7 eV. For the largest force on an atom, the calculation gives 0.0210 hartree/bohr.


Density functional theory data (ωB97M-V/def2-TZVPD) for a 18-piece molecular cluster, H36O18 overall.

The geometry in XYZ format:
```
54
H36O18 (ωB97M-V/def2-TZVPD)
O -0.69902 -0.97976 -1.71330
H -0.27414 -1.75240 -2.01118
H -1.09768 -1.20674 -0.93456
O -0.61430 0.88588 2.24984
H 0.22905 1.27684 2.04318
H -0.59419 -0.05164 1.76299
O 2.61852 0.46217 -3.61567
H 3.37132 0.82135 -4.02712
H 2.09534 1.20267 -3.42513
O 4.28497 0.96134 -1.29979
H 4.71448 0.59915 -0.54858
H 3.71121 0.19250 -1.63074
O -2.65865 3.86302 -0.71481
H -2.35108 3.69776 0.13091
H -2.98213 4.78172 -0.84466
O -3.05512 -0.62680 -3.03122
H -2.12107 -0.48075 -2.79487
H -3.07474 -0.66718 -3.91965
O 2.09399 0.26297 0.54372
H 1.42479 0.00437 -0.10597
H 2.31434 1.12675 0.01187
O -3.82478 -1.33992 -0.52158
H -3.49777 -1.95853 -1.02406
H -4.26700 -0.64525 -1.12628
O 1.52059 -1.53176 3.63352
H 1.99434 -0.69340 3.37863
H 0.84581 -1.16413 4.32969
O -1.19477 2.74479 -2.48141
H -1.80902 3.10542 -1.75537
H -1.41297 1.83376 -2.32602
O 5.52198 -1.76104 -0.85199
H 4.93310 -1.96299 -1.43583
H 5.19611 -0.98039 -0.32667
O 1.68304 -2.00707 -3.41757
H 2.48550 -2.41103 -3.65828
H 1.74431 -1.10248 -3.53168
O -2.11056 3.06899 1.72980
H -1.77069 2.11728 1.99684
H -1.53494 3.51886 2.42832
O -2.85991 -1.34390 3.40446
H -3.15175 -1.99869 2.68919
H -2.71928 -0.55500 2.89512
O 0.25470 -3.33642 2.20512
H 0.97318 -3.29895 1.51154
H 0.28576 -2.44871 2.56894
O -1.57133 -1.24380 0.78669
H -2.38240 -0.99437 0.40289
H -1.60980 -2.02978 1.34257
O 1.73727 2.01406 -1.38052
H 2.09999 2.86300 -1.13026
H 0.85044 2.16988 -1.52634
O -0.99209 -0.86793 5.23110
H -1.01319 -0.62240 4.39765
H -1.73974 -1.51133 5.43653
```

The net charge is -1. As for the multiplicity: 2. The HOMO-LUMO gap (spin up / spin down) is 2.3 / 10.5 eV. The value obtained for the energy above the lowest of the compared OMol25 structures with the same formula, charge and spin is 48.2 kcal per mole. For the largest force on an atom, the calculation gives 0.1774 hartree/bohr.